Formula: C8H12ClN4
Source: the Open Molecules 2025 dataset
Level of theory: the ωB97M-V functional and the def2-TZVPD basis

Geometry as ORCA input:
```
! wB97M-V def2-TZVPD RIJCOSX def2/J DEFGRID3
* xyz 1 1
C -2.250 0.023 -1.971
C -1.474 -0.715 -2.818
C -2.075 0.432 0.413
C -1.806 -0.290 -0.701
C -0.743 -1.305 -0.793
C -0.150 0.223 1.872
C 2.878 1.444 0.248
C 2.212 0.445 1.241
N -0.096 -2.028 0.012
N -0.584 -1.452 -2.210
N -1.439 0.215 1.687
N 0.802 0.523 1.012
Cl -2.551 -0.324 3.052
H -3.181 0.560 -2.150
H -1.370 -0.746 -3.912
H -2.870 1.085 0.468
H 0.092 -0.044 2.813
H 2.210 2.266 0.035
H 3.836 1.857 0.539
H 3.065 0.927 -0.674
H 2.467 0.797 2.175
H 2.643 -0.536 1.106
H -0.091 -2.138 -2.604
H -0.152 -1.885 1.068
H 0.629 0.668 0.092
*
```

Computed properties:
Orbital gap (alpha / beta) (eV): 6.759 / 6.760
DFT total energy (a.u.): -990.89647
SMILES string: [H]/N=C1/NC=C/C1=C/N(Cl)/C=[NH+]/CC
ΔE to the lowest compared entry with this formula, charge and spin (kJ/mol): 113.2